{
  "formula": "C5H8O2",
  "method": "the ωB97M-V functional and the def2-TZVPD basis",
  "elements": ["O", "C", "C", "C", "O", "C", "C", "H", "H", "H", "H", "H", "H", "H", "H"],
  "coordinates": [[-0.239, -0.818, -1.594], [-0.264, -0.152, -0.326], [0.807, -0.762, 0.638], [1.662, 0.406, 0.990], [1.260, 1.463, 0.370], [-1.695, -0.278, 0.192], [0.217, 1.266, -0.447], [0.301, -0.257, -2.168], [0.382, -1.239, 1.529], [1.357, -1.538, 0.087], [2.598, 0.475, 1.522], [-1.769, 0.033, 1.240], [-2.032, -1.316, 0.106], [-2.364, 0.346, -0.410], [-0.388, 2.147, -0.591]],
  "nbo_charge": [-0.725, 0.170, -0.515, 0.124, -0.338, -0.613, -0.067, 0.474, 0.230, 0.248, 0.185, 0.206, 0.221, 0.216, 0.184],
  "e_homo_ha": [-0.2638, -0.2783],
  "lumo_energy_ha": [0.0164, 0.0345],
  "e_tot_ev": -9406.409,
  "homo_lumo_gap_ev": [7.62, 8.51],
  "e_above_lowest_kcal_mol": 78.9,
  "charge": 0
}